The following is a quantum chemistry calculation of a molecular structure, C38H81AlBO20 in a non-equilibrium geometry, from the Open Molecules 2025 dataset.

Geometry as ORCA input:
```
! wB97M-V def2-TZVPD RIJCOSX def2/J DEFGRID3
* xyz -1 1
C 4.276 0.885 -5.644
C 4.204 2.378 -6.087
B 5.056 3.197 -5.008
O 6.437 3.333 -5.336
Al 4.092 3.867 -3.232
O 4.959 5.263 -2.427
H 5.189 0.719 -5.070
H 4.292 0.202 -6.484
H 3.454 0.681 -4.969
H 4.614 2.469 -7.094
H 3.173 2.708 -6.072
H 6.761 2.443 -5.557
H 2.551 4.234 -3.635
H 4.009 2.573 -2.236
H 5.102 5.921 -3.120
O 0.846 0.217 -4.358
C 0.876 -0.079 -3.189
O 1.808 0.460 -2.400
C 1.822 0.313 -0.979
C 2.505 -0.974 -0.585
C -0.072 -1.110 -2.617
H 0.818 0.418 -0.561
H 2.407 1.158 -0.621
H 1.960 -1.846 -0.955
H 2.593 -1.056 0.498
H 3.498 -1.000 -1.015
H 0.321 -2.102 -2.837
H -1.036 -0.998 -3.110
H -0.240 -1.027 -1.552
O 1.530 7.064 -5.563
C 0.677 6.234 -5.707
O 1.005 5.018 -6.163
C 0.108 3.912 -6.206
C -0.745 3.925 -7.460
C -0.777 6.568 -5.449
H -0.488 3.866 -5.295
H 0.749 3.033 -6.200
H -1.387 4.806 -7.506
H -1.377 3.036 -7.497
H -0.108 3.938 -8.345
H -1.178 7.081 -6.322
H -0.821 7.238 -4.595
H -1.401 5.706 -5.223
O -1.806 -2.173 -0.283
C -2.641 -3.019 -0.433
O -2.252 -4.229 -0.893
C -3.133 -5.348 -0.967
C -3.951 -5.343 -2.242
C -4.104 -2.736 -0.198
H -3.756 -5.406 -0.073
H -2.480 -6.220 -0.952
H -4.601 -4.470 -2.298
H -4.571 -6.238 -2.302
H -3.292 -5.314 -3.110
H -4.503 -2.236 -1.080
H -4.178 -2.071 0.655
H -4.705 -3.614 0.024
O -4.360 -2.863 2.955
C -5.017 -2.033 3.524
O -4.783 -0.740 3.245
C -5.586 0.334 3.740
C -5.168 0.760 5.131
C -6.033 -2.405 4.578
H -6.646 0.079 3.685
H -5.424 1.149 3.038
H -5.300 -0.042 5.857
H -5.755 1.617 5.463
H -4.114 1.034 5.140
H -5.511 -2.566 5.520
H -6.508 -3.335 4.277
H -6.815 -1.666 4.728
O 5.457 -0.317 -0.156
C 6.169 -0.477 -1.111
O 6.110 -1.653 -1.767
C 6.809 -1.880 -3.004
C 8.247 -2.284 -2.755
C 7.146 0.586 -1.548
H 6.726 -1.012 -3.655
H 6.285 -2.694 -3.496
H 8.803 -1.498 -2.239
H 8.744 -2.496 -3.698
H 8.286 -3.174 -2.124
H 8.041 0.510 -0.931
H 6.680 1.556 -1.383
H 7.427 0.532 -2.596
O 4.917 -4.780 -3.537
C 3.980 -5.130 -2.877
O 3.511 -6.389 -3.040
C 2.494 -6.944 -2.207
C 1.103 -6.563 -2.673
C 3.264 -4.181 -1.950
H 2.666 -6.680 -1.163
H 2.628 -8.023 -2.284
H 0.943 -5.487 -2.624
H 0.349 -7.050 -2.053
H 0.959 -6.870 -3.709
H 2.582 -3.568 -2.538
H 4.004 -3.531 -1.487
H 2.711 -4.664 -1.148
O 7.983 -1.797 -5.912
C 8.686 -1.935 -6.872
O 8.620 -3.093 -7.561
C 9.296 -3.301 -8.800
C 10.735 -3.730 -8.597
C 9.685 -0.876 -7.275
H 9.212 -2.420 -9.437
H 8.739 -4.097 -9.291
H 11.316 -2.961 -8.089
H 11.209 -3.940 -9.557
H 10.774 -4.629 -7.983
H 10.577 -0.989 -6.660
H 9.244 0.097 -7.074
H 9.970 -0.900 -8.324
O -6.947 1.263 8.941
C -7.062 2.417 8.626
O -5.973 3.079 8.189
C -6.022 4.397 7.638
C -6.008 5.463 8.714
C -8.369 3.151 8.786
H -6.873 4.500 6.964
H -5.124 4.477 7.028
H -6.887 5.397 9.356
H -5.986 6.456 8.265
H -5.129 5.345 9.346
H -8.469 3.463 9.820
H -9.178 2.465 8.556
H -8.481 4.018 8.139
O -10.263 3.146 11.260
C -9.836 2.780 12.322
O -10.631 2.875 13.402
C -10.283 2.332 14.679
C -9.410 3.275 15.479
C -8.417 2.280 12.471
H -9.834 1.345 14.565
H -11.235 2.187 15.187
H -8.456 3.457 14.985
H -9.211 2.862 16.468
H -9.907 4.238 15.595
H -7.752 3.140 12.557
H -8.152 1.722 11.575
H -8.259 1.626 13.324
*
```

The orbital gap comes out at 4.5 eV. The calculation puts the energy at -3268.6817 hartree.



The following is a quantum chemistry calculation of 2 unconnected molecules or ions with the total composition C3H10N2O2 in a non-equilibrium geometry, from the Open Molecules 2025 dataset.

Geometry as ORCA input:
```
! wB97M-V def2-TZVPD RIJCOSX def2/J DEFGRID3
* xyz 0 1
C -1.797 0.917 -0.220
C -0.783 -0.141 0.424
C -0.058 -0.900 -0.671
N 1.053 -1.624 -0.248
O -0.350 -0.734 -1.837
N -2.559 1.641 0.761
H -2.452 0.313 -0.833
H -1.145 1.573 -0.787
H -1.398 -0.758 1.083
H -0.167 0.558 0.992
H 1.086 -2.359 -0.958
H 1.978 -1.207 -0.187
H -3.560 1.672 0.759
H -2.173 2.508 1.090
H 3.801 -0.048 0.793
H 4.708 -0.884 -0.124
O 3.817 -0.528 -0.036
*
```

The orbital gap comes out at 9.1 eV. The calculation puts the energy at -380.2791 hartree. Its SMILES is NCCC(N)=O.O. The value obtained for the energy relative to the best compared isomer or geometry (same formula, charge and spin) is 36.10 kcal/mol.



The following is a quantum chemistry calculation of 2 unconnected molecules or ions with the total composition C3H7INS2 in a non-equilibrium geometry, from the Open Molecules 2025 dataset.

Geometry as ORCA input:
```
! wB97M-V def2-TZVPD RIJCOSX def2/J DEFGRID3
* xyz 1 1
C -1.611 -0.853 -0.120
C 0.283 -2.189 0.878
C 1.153 1.413 -0.540
N 1.403 2.448 0.188
S -2.767 0.072 -0.995
S -0.944 -2.351 -0.293
I 2.296 -0.259 -0.712
H -1.069 -0.214 0.580
H 0.251 -1.465 1.647
H 0.850 -3.055 1.316
H 0.268 1.631 -1.269
H 0.913 3.245 0.308
H 2.337 2.422 0.840
H -3.363 -0.844 -1.826
*
```

The orbital gap (spin up / spin down) comes out at 5.5 / 5.1 eV. The calculation puts the energy at -1266.9054 hartree. The value obtained for the energy relative to the best compared isomer or geometry (same formula, charge and spin) is 59.72 kcal/mol.



The following is a quantum chemistry calculation of a molecular structure, C48H46As2N3O3SSiTl in a non-equilibrium geometry, from the Open Molecules 2025 dataset.

Geometry as ORCA input:
```
! wB97M-V def2-TZVPD RIJCOSX def2/J DEFGRID3
* xyz -2 1
Tl 0.228 0.972 -0.091
O 3.805 -0.092 4.729
C 4.549 -0.480 3.783
C 5.768 -1.176 4.052
C 6.634 -1.595 3.068
C 6.340 -1.359 1.687
C 5.166 -0.697 1.398
C 4.267 -0.298 2.383
C 3.003 0.294 1.858
O 2.758 0.341 0.676
N 2.088 0.745 2.777
N 0.905 1.336 2.362
C 0.135 1.740 3.311
C -1.166 2.433 3.231
C -1.613 2.759 4.512
C -2.815 3.386 4.764
C -3.568 3.789 3.696
C -3.177 3.482 2.434
C -2.011 2.740 2.109
O -1.776 2.374 0.933
H 2.414 0.756 3.739
H 5.969 -1.428 5.075
H 7.554 -2.126 3.326
H 6.995 -1.723 0.880
H 4.924 -0.438 0.373
H 0.508 1.583 4.308
H -0.979 2.493 5.376
H -3.128 3.611 5.788
H -4.481 4.389 3.807
H -3.850 3.786 1.617
C 2.995 5.784 -3.329
Si 1.237 5.536 -3.806
C 0.916 6.460 -5.418
C 0.169 6.461 -2.591
C 0.901 3.713 -4.244
C 0.719 3.239 -5.522
C 0.282 1.919 -5.745
C 0.091 1.105 -4.641
N 0.332 1.510 -3.404
C 0.752 2.775 -3.166
S 1.243 3.264 -1.600
H 3.385 6.803 -3.389
H 3.660 5.237 -4.043
H 3.204 5.409 -2.347
H 0.935 7.520 -5.251
H 0.004 6.176 -5.922
H 1.721 6.240 -6.116
H 0.472 7.539 -2.619
H 0.189 6.116 -1.568
H -0.875 6.491 -2.890
H 0.804 3.902 -6.376
H 0.047 1.485 -6.713
H -0.261 0.091 -4.742
C -0.961 -3.648 0.789
C -1.966 -2.905 -0.132
As -2.903 -1.323 0.641
C -3.541 -0.544 -1.056
C -3.160 0.759 -1.379
C -3.592 1.290 -2.578
C -4.331 0.533 -3.481
C -4.766 -0.728 -3.130
C -4.369 -1.284 -1.919
C -4.645 -2.167 1.094
C -4.919 -3.512 1.106
C -6.194 -3.980 1.487
C -7.178 -3.105 1.919
C -6.879 -1.756 1.971
C -5.664 -1.260 1.536
As 0.562 -2.464 1.203
C 1.531 -3.742 2.325
C 1.314 -5.135 2.232
C 2.184 -5.977 2.896
C 3.232 -5.461 3.643
C 3.407 -4.087 3.779
C 2.571 -3.221 3.105
C 1.576 -2.668 -0.467
C 2.819 -3.321 -0.466
C 3.557 -3.437 -1.622
C 3.077 -2.901 -2.811
C 1.876 -2.208 -2.814
C 1.122 -2.084 -1.652
H -0.647 -4.566 0.313
H -1.446 -3.866 1.770
H -2.798 -3.569 -0.463
H -1.404 -2.592 -1.056
H -2.569 1.368 -0.696
H -3.285 2.279 -2.855
H -4.587 1.049 -4.386
H -5.477 -1.261 -3.778
H -4.681 -2.289 -1.682
H -4.183 -4.270 0.815
H -6.420 -5.022 1.390
H -8.158 -3.436 2.244
H -7.627 -1.120 2.449
H -5.471 -0.199 1.652
H 0.597 -5.540 1.527
H 2.120 -7.082 2.817
H 3.949 -6.146 4.080
H 4.191 -3.668 4.371
H 2.669 -2.142 3.154
H 3.234 -3.664 0.446
H 4.484 -3.994 -1.642
H 3.678 -3.002 -3.697
H 1.490 -1.817 -3.776
H 0.218 -1.488 -1.735
*
```

The orbital gap comes out at 6.0 eV. The calculation puts the energy at -7578.4911 hartree. The value obtained for the energy relative to the best compared isomer or geometry (same formula, charge and spin) is 0.00 kcal/mol.



The following is a quantum chemistry calculation of a molecular structure, C4H9N2 in a non-equilibrium geometry, from the Open Molecules 2025 dataset.

Geometry as ORCA input:
```
! wB97M-V def2-TZVPD RIJCOSX def2/J DEFGRID3
* xyz 1 1
C 1.428 0.086 -0.104
C 0.403 -0.772 0.626
C -0.673 0.329 0.591
C -1.748 0.038 -0.436
N 0.098 1.490 0.165
N 2.689 0.309 -0.166
H 0.200 -1.619 -0.061
H 0.844 -1.347 1.569
H -0.872 0.525 1.696
H -1.275 -0.461 -1.390
H -2.214 1.095 -0.771
H -2.530 -0.643 -0.041
H -0.237 2.013 -0.594
H 3.412 -0.413 -0.087
H 3.206 1.060 -0.758
*
```

The orbital gap comes out at 9.0 eV. The calculation puts the energy at -266.9131 hartree. The value obtained for the energy relative to the best compared isomer or geometry (same formula, charge and spin) is 116.81 kcal/mol.



The following is a quantum chemistry calculation of 2 unconnected molecules or ions with the total composition CH7N3, from the Open Molecules 2025 dataset.

Geometry as ORCA input:
```
! wB97M-V def2-TZVPD RIJCOSX def2/J DEFGRID3
* xyz 0 1
N 1.891 -0.319 0.225
H 1.212 -0.748 0.851
H 2.661 0.041 0.779
H 2.290 -1.126 -0.260
N -0.547 1.085 -0.627
C -1.435 0.188 -0.123
N -1.244 -1.073 -0.097
H -0.906 1.991 -0.856
H 0.448 0.869 -0.574
H -2.368 0.618 0.271
H -2.002 -1.525 0.410
*
```

The orbital gap comes out at 10.1 eV. The calculation puts the energy at -206.5625 hartree. Its SMILES is [H]/N=C/N.N. The value obtained for the energy relative to the best compared isomer or geometry (same formula, charge and spin) is 1.24 kcal/mol.



The following is a quantum chemistry calculation of a gas-phase ion, C17H28BrF2IN3P2 (charge +1) in a non-equilibrium geometry, from the Open Molecules 2025 dataset.

Geometry as ORCA input:
```
! wB97M-V def2-TZVPD RIJCOSX def2/J DEFGRID3
* xyz 1 1
C 2.594 -0.104 2.720
C 1.837 0.627 1.464
P -0.003 0.536 1.849
C -0.189 1.739 3.340
C -1.141 1.210 0.467
Br -2.259 2.668 1.337
C -0.423 1.932 -0.767
I -1.843 2.829 -2.229
C 0.598 3.112 -0.375
C 0.710 4.348 -1.382
C 0.370 0.803 -1.630
C -0.288 -0.668 -1.584
P -0.450 -1.210 -3.432
N -1.130 -2.656 -3.528
C 0.748 -1.758 -0.958
C 2.085 -1.858 -1.717
C 3.117 -2.896 -1.135
C 2.561 -3.601 0.143
C 1.194 -3.340 0.788
N 0.290 -2.417 0.201
C -1.772 -0.768 -1.014
N -2.143 0.132 0.120
F -3.375 0.684 -0.211
C -2.547 -0.748 1.312
C -4.004 -1.428 1.006
F -4.093 -2.506 1.988
H 3.692 -0.329 2.459
H 2.044 -1.031 3.088
H 2.634 0.702 3.546
H 2.213 1.720 1.512
H 2.187 0.068 0.538
H -1.187 1.623 3.872
H 0.610 1.364 4.091
H 0.104 2.809 3.084
H 1.659 2.650 -0.355
H 0.404 3.555 0.674
H 0.915 4.052 -2.479
H 1.674 4.912 -1.069
H -0.120 5.132 -1.283
H 1.501 0.781 -1.388
H 0.328 1.177 -2.725
H 0.812 -1.245 -4.105
H -1.218 -0.153 -4.048
H -1.313 -3.019 -2.580
H 2.374 -1.249 -2.639
H 4.133 -3.103 -1.596
H 3.238 -4.381 0.643
H 0.859 -3.900 1.736
H -1.988 -1.886 -0.823
H -2.475 -0.498 -1.895
H -2.751 -0.119 2.256
H -1.847 -1.624 1.481
H -4.872 -0.733 1.240
H -4.054 -1.939 -0.009
*
```

The orbital gap comes out at 7.8 eV. The calculation puts the energy at -4582.3681 hartree. Its SMILES is CCP(C)[C@@]1(Br)[C@@](I)(CC)C[C@@]([PH2]=N)(c2ccccn2)C[N@@+]1(F)CCF.



The following is a quantum chemistry calculation of 2 unconnected molecules or ions with the total composition C16H17N in a non-equilibrium geometry, from the Open Molecules 2025 dataset.

Geometry as ORCA input:
```
! wB97M-V def2-TZVPD RIJCOSX def2/J DEFGRID3
* xyz 0 1
C -0.270 1.870 2.013
C 1.338 0.822 0.133
C 0.398 1.796 0.632
C 1.543 0.981 -1.203
C 0.119 2.645 -0.468
C 2.343 0.076 0.899
C 2.443 0.318 -1.998
C 3.276 -0.551 0.164
C 3.222 -0.507 -1.316
N 0.608 2.033 -1.632
H 2.295 -0.010 1.903
H -1.072 1.229 2.053
H -0.417 2.974 2.345
H -0.462 3.500 -0.513
H 0.909 2.657 -2.440
H 2.414 0.318 -3.062
H 4.319 -0.970 0.618
H 4.068 -1.056 -1.770
H 0.311 1.598 2.825
C -1.037 -3.388 0.494
C -1.919 -0.215 -1.380
C -1.401 -1.470 -0.977
C -2.638 0.607 -0.481
C -1.596 -1.938 0.272
C -2.640 0.183 0.813
C -2.146 -1.107 1.232
H -1.767 0.152 -2.433
H -0.828 -2.200 -1.620
H -3.307 1.370 -0.860
H -3.134 0.796 1.535
H 0.022 -3.400 0.353
H -1.663 -4.131 -0.009
H -2.351 -1.509 2.213
H -0.979 -3.474 1.665
*
```

The orbital gap comes out at 8.5 eV. The calculation puts the energy at -674.5489 hartree. Its SMILES is Cc1c[nH]c2ccccc12.Cc1ccccc1. The value obtained for the energy relative to the best compared isomer or geometry (same formula, charge and spin) is 67.57 kcal/mol.



The following is a quantum chemistry calculation of 13 unconnected molecules or ions with the total composition C5H37NO14 in a non-equilibrium geometry, from the Open Molecules 2025 dataset.

Geometry as ORCA input:
```
! wB97M-V def2-TZVPD RIJCOSX def2/J DEFGRID3
* xyz 1 2
C 2.065 1.333 -1.253
O 3.116 0.940 -0.414
C 0.747 0.492 -1.012
C -0.163 0.641 -2.263
C -0.939 -0.552 -2.849
C -0.330 -1.928 -2.738
O -0.220 -2.381 -1.375
N 0.129 0.969 0.151
H 2.343 1.280 -2.306
H 1.915 2.372 -0.939
H 3.114 0.003 -0.171
H 1.077 -0.542 -0.956
H -0.903 1.447 -2.194
H 0.436 1.077 -3.069
H -1.825 -0.654 -2.197
H -1.455 -0.274 -3.765
H -0.901 -2.671 -3.290
H 0.713 -1.881 -3.039
H -0.251 1.923 0.089
H -1.066 -2.184 -0.947
H 0.284 0.370 0.975
H 2.577 -2.984 -0.094
H 2.406 -2.018 -1.340
O 2.976 -2.236 -0.601
H -5.492 -0.303 -0.977
H -4.290 -1.125 -1.368
O -4.889 -0.455 -1.711
H -0.149 3.284 1.294
H -0.572 4.268 0.157
O -0.863 3.497 0.661
H 0.994 -4.444 0.346
H 1.114 -3.520 1.513
O 1.667 -4.037 0.908
H -2.516 3.690 1.544
H -2.465 2.923 2.794
O -3.044 3.022 2.020
H 2.869 1.146 2.538
H 3.501 2.431 2.211
O 2.879 2.063 2.855
H -3.215 1.771 0.770
H -4.644 1.549 0.643
O -3.828 1.123 0.341
H -1.289 -1.767 1.579
H -1.683 -2.957 2.649
O -1.004 -2.409 2.257
H 0.304 -1.222 2.112
H 1.331 -0.526 3.042
O 0.974 -0.509 2.148
H 3.614 -2.319 -2.680
H 4.167 -0.867 -2.783
O 3.512 -1.478 -3.136
H 0.572 3.500 3.688
H 0.868 2.126 2.997
O 0.189 2.796 3.156
H -1.519 -0.169 0.179
H -2.952 -0.354 0.430
O -2.139 -0.905 0.323
*
```

The orbital gap (spin up / spin down) comes out at 10.8 / 6.4 eV. The calculation puts the energy at -1320.5050 hartree. The value obtained for the energy relative to the best compared isomer or geometry (same formula, charge and spin) is 24.40 kcal/mol.